Record 1
Here is a 5-piece molecular cluster, C21H50N2O5 overall from the Open Molecules 2025 dataset. Energies are from ωB97M-V with the def2-TZVPD basis set.

structure (SMILES)	CC1(C)CCCC(C)(C)N1O.CC1(C)CCCC(C)(C)N1O.CO.CO.CO
Kohn-Sham gap	0.3187	Ha
calculated total energy	-35802.6737	eV
2S+1	1

Structure (XYZ):
```
78
C21H50N2O5 (ωB97M-V with the def2-TZVPD basis set)
O -0.85 3.94 5.73
O 3.23 -2.44 -0.87
O 0.81 -0.38 1.65
O 3.52 0.84 1.34
O -0.80 -3.67 -5.96
N -1.60 -3.29 -4.85
N -0.08 4.04 4.53
C 0.49 2.72 4.23
C 4.58 1.25 2.21
C -1.49 -4.32 -3.82
C 3.00 -3.66 -1.54
C 1.33 2.87 2.98
C 1.43 2.36 5.38
C -1.80 -1.05 -5.73
C -2.24 4.19 3.25
C 0.58 3.52 1.82
C -0.86 4.78 3.53
C -2.11 -5.60 -4.38
C -0.02 -4.60 -3.39
C -1.04 6.20 4.04
C -0.06 -0.89 0.66
C 0.15 -1.57 -4.28
C -0.05 4.84 2.24
C -0.56 1.61 4.09
C -1.33 -1.88 -4.55
C -2.02 -2.46 -2.17
C -2.28 -3.88 -2.59
C -2.19 -1.51 -3.34
H 0.26 -3.98 -2.55
H 1.57 -0.01 1.17
H -1.65 6.78 3.35
H 3.82 0.04 0.88
H -3.14 -5.43 -4.68
H -2.71 -2.18 -1.37
H -0.68 5.20 1.43
H 0.78 -2.20 -4.92
H -1.91 -0.50 -3.01
H -1.56 6.18 5.01
H 0.88 2.23 6.32
H 2.54 -3.47 -2.51
H -2.78 4.03 4.18
H 0.76 5.58 2.35
H -1.71 0.01 -5.49
H 3.91 -4.24 -1.76
H 4.97 0.42 2.81
H -2.85 -1.24 -5.96
H 0.64 -4.50 -4.24
H -3.36 -4.05 -2.74
H -0.89 -1.41 1.15
H 2.18 3.52 3.21
H 4.17 1.99 2.90
H 0.05 -5.64 -3.05
H -2.09 -6.39 -3.62
H -1.53 -5.97 -5.23
H 0.46 -1.80 -3.26
H -0.37 4.50 6.34
H -0.15 2.82 1.39
H -1.01 -2.40 -1.74
H 0.44 -1.63 0.02
H -2.05 -4.58 -1.77
H -0.44 -0.09 0.01
H 3.90 -2.60 -0.20
H -1.45 -3.93 -6.62
H -3.24 -1.48 -3.63
H 1.95 1.42 5.16
H 1.29 3.69 1.01
H 1.73 1.91 2.65
H -1.40 1.80 4.75
H -0.15 0.63 4.33
H -2.83 4.87 2.62
H 2.18 3.13 5.54
H -0.08 6.70 4.18
H -2.19 3.22 2.75
H 0.41 -0.54 -4.52
H 2.35 -4.33 -0.97
H -1.21 -1.28 -6.62
H -0.92 1.51 3.06
H 5.39 1.73 1.66
```


Record 2
Here is a 2-piece molecular cluster, C21H50N6O8P overall at a distorted geometry from the Open Molecules 2025 dataset. Energies are from ωB97M-V with the def2-TZVPD basis set.

Kohn-Sham gap	0.2393	Ha
calculated total energy	-57185.4189	eV
2S+1	1
charge	+1

Structure (XYZ):
```
86
C21H50N6O8P (ωB97M-V with the def2-TZVPD basis set)
P -4.07 6.79 2.30
O -3.44 0.68 1.29
O -1.64 0.70 -0.12
O -4.33 5.15 2.23
O -1.00 -3.39 -2.82
O -3.23 6.83 1.02
O -2.78 6.85 3.34
O -5.13 6.84 3.65
O 3.99 -6.12 1.29
N 5.06 -1.08 -5.00
N 2.35 -4.65 -1.45
N 4.37 -3.73 -0.52
N 2.93 -2.33 -2.04
N 2.69 -0.86 -4.74
N 3.77 -3.10 -5.09
C 2.61 -1.25 -1.03
C -0.50 -0.13 -0.45
C -2.65 0.00 0.59
C -4.04 5.35 5.35
C -3.04 9.04 4.37
C -2.84 -1.58 0.61
C 1.92 -4.78 1.54
C 3.83 -1.76 -4.43
C -0.86 -4.40 -0.58
C 0.84 0.75 -0.68
C 1.16 -4.48 -2.37
C 2.63 -6.00 0.78
C -5.28 5.76 4.58
C 1.88 0.03 -1.70
C -2.16 8.11 3.56
C -4.41 4.51 0.95
C 4.13 -1.91 -2.84
C -0.03 -3.62 -1.73
C -3.08 3.87 0.60
C 2.51 -5.99 -0.82
C 3.18 -3.63 -1.34
H 0.53 1.73 -1.19
H -0.23 -0.90 0.34
H -3.04 3.60 -0.46
H -3.55 6.22 5.80
H 1.45 -3.98 -3.35
H -1.23 7.91 4.11
H 4.62 -6.23 0.55
H 1.65 -6.70 -1.12
H -3.02 -2.05 -0.41
H 1.45 -4.00 0.87
H -1.88 8.56 2.61
H -4.74 5.21 0.18
H 3.53 -0.94 -0.41
H 5.03 -2.61 -2.76
H 5.84 -1.46 -4.42
H -0.66 -3.84 0.40
H -2.00 -4.33 -0.73
H 4.56 -2.86 0.00
H 1.84 -1.34 -4.40
H 4.99 -0.10 -4.65
H 4.45 -0.89 -2.42
H 3.47 -6.48 -1.23
H -3.31 4.85 4.71
H 5.19 -4.05 -1.05
H 1.27 -0.24 -2.63
H -2.23 4.53 0.82
H 1.09 -5.13 2.26
H 0.27 -2.59 -1.37
H -6.02 6.11 5.31
H 2.60 -0.87 -5.77
H -2.92 2.97 1.19
H -0.73 -0.64 -1.46
H -1.92 -2.01 1.15
H -3.74 -1.87 1.27
H -0.50 -5.48 -0.43
H -3.93 9.32 3.81
H 0.71 -5.51 -2.66
H -5.18 3.73 1.01
H 1.86 -1.68 -0.27
H 2.82 -3.28 -5.42
H -2.50 9.96 4.62
H 4.10 -3.84 -4.45
H 2.10 -6.96 1.14
H 2.71 -4.28 2.20
H -5.74 4.90 4.09
H -4.30 4.65 6.15
H 2.70 0.80 -1.89
H 1.32 1.04 0.31
H -3.37 8.57 5.30
H -0.73 -3.99 -3.56
```


Record 3
Here is a 5-piece molecular cluster, C21H51B2FNO20S4 overall at a distorted geometry from the Open Molecules 2025 dataset. Energies are from ωB97M-V with the def2-TZVPD basis set.

Kohn-Sham gap	0.2300	Ha
calculated total energy	-112452.9030	eV
2S+1	1
charge	-1

Structure (XYZ):
```
100
C21H51B2FNO20S4 (ωB97M-V with the def2-TZVPD basis set)
S -1.53 5.04 1.20
S 3.93 2.49 6.98
S 0.56 -6.06 3.72
S 0.31 -0.19 1.53
F 2.43 -2.52 -2.85
O 1.25 -4.80 3.85
O -1.08 -0.31 -4.09
O 0.59 1.13 2.03
O 1.26 -1.26 2.29
O 0.32 -6.91 4.85
O -0.55 2.56 -3.50
O 1.38 -0.52 -2.51
O 3.24 1.32 6.50
O -2.96 5.08 1.36
O 3.02 3.79 6.68
O -0.67 -2.63 -7.26
O -0.91 5.15 -0.09
O -2.17 -2.94 -5.29
O 1.27 -6.93 2.55
O -0.48 3.94 -3.48
O 5.29 2.78 6.62
O -1.03 -0.72 1.49
O -0.86 6.12 2.20
O -4.18 0.51 -3.14
O -1.68 0.84 -6.06
N 0.64 1.31 -6.11
C -2.26 8.11 1.97
C -0.04 -1.99 4.21
C -2.72 -3.71 -8.30
C 1.17 -1.47 -4.85
C 3.02 4.33 5.35
C 1.02 -0.35 -0.08
C -0.33 -0.95 -5.14
C 2.21 3.46 4.40
C -0.40 0.23 -6.29
C -0.93 3.58 2.01
C 1.62 -1.42 -3.33
C 3.80 2.52 8.75
C -1.85 2.27 -4.09
C 1.22 -1.32 3.71
C -3.58 0.17 -4.45
C 2.67 -7.20 2.66
C -1.78 -2.39 -8.19
C -3.86 -0.50 -2.16
C -0.88 7.50 1.82
C -0.98 -5.78 2.89
C 2.96 -8.26 3.71
B -2.03 0.70 -4.61
B -1.07 -2.20 -5.92
H -2.65 7.94 2.98
H -0.80 -5.17 2.01
H 3.23 -6.28 2.86
H -3.80 0.00 -1.12
H -3.80 -3.47 -8.01
H 2.68 2.49 4.26
H -1.64 -5.27 3.59
H -2.86 -1.03 -2.34
H -3.68 -0.98 -4.54
H 2.09 -1.91 4.03
H -0.17 -2.97 3.74
H 3.00 -7.57 1.69
H -0.21 -0.11 -7.38
H -0.55 4.26 -2.55
H 2.74 2.50 9.02
H 4.28 3.42 9.12
H -0.50 7.62 0.80
H 0.42 0.26 -0.77
H 4.04 4.47 4.99
H -4.23 0.66 -5.27
H -0.01 -2.12 5.30
H -0.92 -1.40 3.97
H 2.13 3.94 3.42
H 2.04 0.01 -0.06
H 0.15 3.55 1.93
H -2.23 9.18 1.77
H -3.01 -2.71 -5.75
H 2.70 -7.90 4.71
H -4.72 -1.27 -2.19
H 1.46 1.13 -6.72
H 2.36 -9.15 3.53
H 0.98 -1.39 -0.39
H 4.01 -8.53 3.71
H -2.37 -1.44 -7.92
H 1.21 3.29 4.79
H 4.29 1.63 9.13
H -1.37 2.72 1.51
H -1.97 2.95 -5.02
H -2.66 2.61 -3.35
H 2.55 5.32 5.41
H -1.25 3.60 3.05
H -2.59 -4.18 -9.33
H 1.90 -0.88 -5.51
H -0.18 8.02 2.48
H -1.37 -2.20 -9.25
H -1.41 -6.75 2.62
H -2.97 7.66 1.27
H 1.21 -2.56 -5.25
H 1.34 -0.32 4.14
H 1.03 1.26 -5.14
H -2.34 -4.47 -7.53
```


> Which of these has the highest Kohn-Sham gap?

C21H50N2O5


> Among the records above, which one has the lowest Kohn-Sham gap?

C21H51B2FNO20S4